No. 1
{"formula": "C52H45Cl2CrNO7P2", "method": "ωB97M-V with the def2-TZVPD basis set", "orbital_gap_ev": [7.508, 7.390], "largest_force_ha_per_bohr": 0.039, "spin_multiplicity": 4, "charge": 1, "s_squared": 3.7955, "elements": ["Cr", "Cl", "C", "C", "C", "Cl", "C", "O", "C", "C", "O", "C", "H", "H", "H", "C", "C", "C", "C", "C", "C", "C", "C", "P", "C", "C", "C", "C", "C", "C", "C", "C", "C", "C", "C", "C", "C", "O", "C", "C", "C", "C", "C", "C", "P", "C", "C", "C", "C", "C", "C", "C", "C", "C", "C", "C", "C", "H", "H", "H", "H", "H", "H", "H", "H", "H", "H", "H", "H", "H", "H", "H", "H", "H", "H", "H", "H", "H", "H", "H", "H", "H", "H", "H", "H", "H", "H", "H", "H", "O", "C", "O", "C", "N", "C", "C", "C", "H", "H", "H", "H", "H", "H", "H", "H", "H", "O", "C", "O", "H"], "xyz": [[0.393, 0.799, -0.706], [7.457, 1.742, -2.421], [5.875, 1.243, -1.953], [5.642, -0.116, -1.688], [4.399, -0.534, -1.294], [4.161, -2.183, -0.868], [3.285, 0.354, -1.201], [2.116, -0.098, -0.956], [3.574, 1.747, -1.407], [2.574, 2.726, -1.143], [1.450, 2.525, -0.658], [4.865, 2.159, -1.799], [6.444, -0.829, -1.801], [2.850, 3.771, -1.359], [5.049, 3.209, -1.966], [-2.512, -4.201, 2.197], [-0.976, -4.231, 2.324], [-0.558, -5.478, 3.105], [-0.422, -4.222, 0.911], [-0.101, -5.366, 0.190], [0.225, -5.295, -1.155], [0.196, -4.085, -1.824], [-0.093, -2.919, -1.124], [-0.321, -1.268, -1.865], [-2.065, -1.421, -2.394], [-2.506, -2.562, -3.062], [-3.842, -2.698, -3.392], [-4.740, -1.685, -3.096], [-4.298, -0.537, -2.463], [-2.971, -0.412, -2.091], [0.600, -1.467, -3.418], [1.858, -2.062, -3.371], [2.577, -2.271, -4.532], [2.057, -1.866, -5.750], [0.823, -1.237, -5.799], [0.093, -1.038, -4.639], [-0.360, -3.003, 0.240], [-0.540, -1.801, 0.871], [-0.345, -1.809, 2.225], [0.110, -0.616, 2.781], [0.308, -0.531, 4.154], [0.037, -1.626, 4.951], [-0.365, -2.824, 4.379], [-0.540, -2.948, 3.008], [0.643, 0.728, 1.672], [-0.090, 2.209, 2.416], [-1.232, 2.104, 3.205], [-1.809, 3.234, 3.757], [-1.256, 4.482, 3.522], [-0.145, 4.596, 2.700], [0.427, 3.472, 2.133], [2.404, 0.689, 2.153], [3.059, -0.518, 1.908], [4.390, -0.675, 2.239], [5.083, 0.378, 2.817], [4.440, 1.580, 3.056], [3.103, 1.738, 2.732], [-2.860, -5.095, 1.685], [-2.834, -3.331, 1.628], [-2.964, -4.160, 3.184], [-0.908, -6.374, 2.599], [-1.010, -5.476, 4.092], [0.524, -5.531, 3.210], [-0.109, -6.332, 0.669], [0.477, -6.196, -1.694], [0.414, -4.046, -2.881], [-1.810, -3.349, -3.309], [-4.194, -3.600, -3.871], [-5.784, -1.794, -3.348], [-4.995, 0.256, -2.242], [-2.629, 0.453, -1.543], [2.253, -2.391, -2.423], [3.538, -2.764, -4.481], [2.614, -2.044, -6.658], [0.423, -0.913, -6.749], [-0.879, -0.566, -4.680], [0.688, 0.385, 4.582], [0.161, -1.560, 6.020], [-0.541, -3.669, 5.025], [-1.679, 1.136, 3.378], [-2.688, 3.141, 4.377], [-1.695, 5.363, 3.967], [0.276, 5.570, 2.497], [1.258, 3.580, 1.453], [2.511, -1.336, 1.460], [4.883, -1.616, 2.043], [6.122, 0.263, 3.086], [4.979, 2.397, 3.510], [2.609, 2.675, 2.941], [-0.786, 3.831, -0.560], [-1.683, 2.866, -0.758], [-1.416, 1.704, -0.350], [-3.140, 3.400, -0.712], [-3.050, 4.848, -0.911], [-3.388, 5.486, 0.363], [-4.378, 4.533, 1.031], [-3.794, 3.167, 0.668], [-3.703, 2.923, -1.514], [-3.672, 5.159, -1.646], [-1.256, 4.677, -0.771], [-3.785, 6.488, 0.206], [-2.477, 5.557, 0.968], [-5.367, 4.659, 0.588], [-4.455, 4.686, 2.104], [-4.551, 2.387, 0.629], [-3.028, 2.876, 1.386], [-1.586, 2.766, -2.577], [-0.667, 2.152, -3.159], [0.154, 1.344, -2.711], [-0.598, 2.367, -4.249]], "atomic_forces_ev_per_a": [[-0.051, 0.898, -1.594], [0.155, 0.065, -0.083], [-0.366, 0.198, 0.104], [-0.247, 0.295, -0.009], [-0.178, 0.249, 0.005], [0.071, -0.365, 0.043], [0.800, 0.698, -0.240], [-0.900, -0.208, 0.315], [-0.142, -0.830, -0.009], [0.454, -0.030, -0.049], [-0.012, -0.121, 0.078], [0.113, -0.174, -0.008], [0.077, -0.072, 0.075], [-0.078, -0.111, 0.149], [0.077, 0.112, -0.022], [0.106, -0.017, 0.045], [-0.154, -0.096, 0.018], [-0.014, 0.245, -0.132], [-0.045, 0.238, 0.098], [0.038, 0.175, -0.083], [-0.039, -0.078, -0.089], [0.000, 0.019, 0.118], [0.049, 0.371, 0.492], [-0.523, -0.904, -0.579], [0.086, 0.242, 0.132], [0.003, 0.019, 0.029], [0.009, -0.111, -0.046], [-0.036, 0.131, 0.041], [-0.175, -0.043, 0.002], [0.220, -0.009, 0.034], [0.186, 0.147, 0.031], [-0.167, 0.076, 0.043], [0.100, -0.021, -0.043], [0.048, 0.018, 0.010], [-0.023, -0.001, -0.107], [-0.059, -0.045, 0.126], [0.340, -0.574, -0.634], [-0.346, -0.334, 0.329], [0.218, 0.352, 0.727], [-0.322, -0.224, -0.583], [-0.057, -0.068, -0.075], [0.063, 0.102, 0.081], [0.018, 0.122, -0.185], [0.014, -0.032, -0.214], [0.335, -0.092, 1.366], [-0.031, 0.051, -0.124], [0.032, -0.077, -0.039], [-0.043, 0.053, 0.089], [0.006, -0.001, -0.022], [-0.001, 0.099, 0.022], [-0.002, -0.046, 0.051], [0.066, 0.112, -0.261], [-0.152, 0.057, 0.024], [-0.003, -0.044, 0.008], [0.016, 0.089, -0.006], [0.149, -0.032, 0.095], [-0.144, 0.050, -0.084], [-0.070, -0.101, -0.070], [-0.073, 0.082, -0.044], [-0.102, 0.010, 0.126], [-0.027, -0.080, -0.005], [-0.036, -0.044, 0.107], [0.089, -0.044, 0.038], [-0.023, -0.068, 0.100], [0.006, -0.061, -0.022], [0.001, -0.021, -0.020], [0.013, -0.086, -0.028], [0.037, -0.059, -0.084], [-0.064, -0.013, -0.056], [-0.096, 0.103, 0.067], [-0.070, 0.058, -0.031], [0.028, -0.010, -0.045], [0.081, -0.008, -0.018], [0.023, 0.021, -0.086], [-0.054, 0.025, -0.055], [-0.066, 0.021, -0.062], [0.005, 0.064, 0.078], [0.042, 0.010, 0.084], [0.003, -0.129, 0.020], [-0.025, -0.050, 0.088], [-0.072, -0.028, 0.037], [-0.018, 0.058, 0.025], [0.044, 0.093, -0.039], [0.012, 0.028, 0.029], [0.046, -0.096, -0.055], [0.038, -0.052, 0.005], [0.112, -0.026, 0.010], [0.046, 0.087, 0.047], [0.008, 0.063, 0.060], [0.039, 0.077, 0.179], [-0.433, 1.153, 0.133], [0.917, -1.241, 0.332], [0.388, -0.423, -0.158], [-0.304, 0.292, -0.304], [-0.243, 0.022, 0.346], [0.183, 0.041, -0.092], [0.063, 0.074, -0.080], [0.091, 0.061, 0.046], [0.107, -0.052, 0.018], [-0.148, -0.304, -0.189], [0.092, 0.002, -0.033], [-0.091, 0.073, 0.036], [-0.037, 0.014, 0.025], [-0.046, 0.007, 0.107], [0.062, -0.093, 0.019], [-0.037, -0.058, 0.079], [-0.123, 0.129, -0.414], [-0.947, 1.019, -1.441], [1.055, -0.884, 1.412], [0.036, -0.177, 0.320]]}

No. 2
{"formula": "C21H35N4O4", "method": "ωB97M-V with the def2-TZVPD basis set", "orbital_gap_ev": 8.268, "e_above_lowest_kcal_mol": 7.25, "largest_force_ha_per_bohr": 0.016, "charge": 1, "elements": ["C", "C", "O", "C", "C", "C", "C", "O", "C", "C", "C", "N", "C", "O", "C", "N", "C", "C", "N", "C", "C", "O", "N", "C", "C", "C", "C", "C", "C", "H", "H", "H", "H", "H", "H", "H", "H", "H", "H", "H", "H", "H", "H", "H", "H", "H", "H", "H", "H", "H", "H", "H", "H", "H", "H", "H", "H", "H", "H", "H", "H", "H", "H", "H"], "xyz": [[-0.129, 6.233, -2.651], [1.379, 6.222, -2.426], [1.765, 5.377, -1.353], [1.806, 4.037, -1.524], [1.576, 3.348, -2.711], [1.689, 1.969, -2.760], [2.023, 1.226, -1.636], [2.237, -0.124, -1.612], [1.671, -0.928, -2.628], [0.145, -0.931, -2.585], [2.226, 1.921, -0.434], [2.588, 1.219, 0.745], [1.988, 0.123, 1.205], [0.977, -0.355, 0.684], [2.675, -0.510, 2.420], [2.464, -1.920, 2.621], [1.528, -2.392, 3.601], [0.085, -2.513, 3.054], [0.135, -2.602, 1.580], [-1.163, -2.935, 0.988], [-2.158, -1.766, 1.186], [-1.827, -0.757, 1.768], [-3.362, -1.996, 0.659], [-4.462, -1.038, 0.720], [-4.871, -0.640, -0.693], [-5.626, -1.648, 1.493], [1.230, -3.490, 1.159], [2.578, -2.807, 1.484], [2.135, 3.298, -0.387], [-0.635, 6.540, -1.739], [-0.373, 6.935, -3.442], [-0.492, 5.247, -2.930], [1.914, 5.947, -3.342], [1.715, 7.215, -2.116], [1.322, 3.870, -3.619], [1.530, 1.480, -3.707], [2.060, -1.929, -2.415], [2.036, -0.629, -3.618], [-0.185, -1.052, -1.556], [-0.255, 0.009, -2.954], [-0.242, -1.741, -3.197], [3.333, 1.631, 1.290], [3.755, -0.338, 2.321], [2.337, 0.021, 3.314], [1.879, -3.376, 3.930], [1.540, -1.734, 4.469], [-0.511, -1.635, 3.309], [-0.401, -3.404, 3.459], [0.421, -1.579, 1.224], [-1.564, -3.848, 1.441], [-1.032, -3.101, -0.084], [-3.559, -2.866, 0.187], [-4.070, -0.169, 1.255], [-5.659, 0.105, -0.652], [-4.026, -0.219, -1.232], [-5.243, -1.504, -1.241], [-6.430, -0.924, 1.579], [-5.314, -1.936, 2.494], [-6.009, -2.527, 0.978], [1.158, -3.673, 0.087], [1.136, -4.445, 1.683], [3.321, -3.584, 1.702], [2.929, -2.238, 0.622], [2.312, 3.827, 0.536]], "atomic_forces_ev_per_a": [[0.372, -0.123, 0.160], [-0.270, 0.258, -0.283], [0.057, -0.086, 0.249], [0.109, -0.348, 0.019], [-0.006, 0.394, 0.098], [0.078, -0.361, 0.179], [0.030, 0.070, 0.086], [0.313, 0.394, 0.032], [-0.296, -0.228, -0.146], [0.358, 0.099, 0.003], [-0.247, 0.038, -0.382], [0.232, 0.290, -0.085], [0.010, -0.227, 0.238], [0.009, 0.116, 0.185], [0.220, -0.145, 0.077], [-0.180, 0.319, -0.198], [-0.113, -0.166, 0.100], [0.124, 0.189, 0.810], [-0.085, 0.710, -0.287], [-0.498, 0.110, -0.105], [0.284, -0.601, -0.119], [0.122, 0.365, 0.129], [-0.267, -0.115, -0.150], [-0.241, 0.149, -0.015], [0.152, 0.082, 0.252], [0.233, 0.193, 0.010], [0.487, -0.243, -0.173], [0.240, -0.154, 0.047], [-0.093, 0.028, -0.200], [-0.065, 0.041, 0.057], [-0.058, 0.067, -0.100], [-0.078, -0.050, -0.054], [0.024, 0.032, 0.107], [0.012, -0.145, -0.119], [-0.038, 0.093, -0.065], [-0.020, -0.091, -0.081], [-0.020, 0.123, -0.118], [0.032, -0.060, 0.083], [-0.066, -0.040, 0.091], [-0.120, 0.037, -0.013], [-0.067, -0.072, -0.097], [-0.022, -0.227, -0.029], [-0.128, 0.176, 0.020], [0.051, 0.037, -0.039], [-0.073, 0.052, 0.092], [-0.036, -0.086, 0.008], [0.061, -0.180, -0.126], [-0.032, -0.002, -0.121], [-0.114, -0.500, 0.184], [0.108, 0.042, -0.060], [0.057, -0.027, 0.085], [0.159, -0.034, 0.039], [-0.053, -0.145, -0.085], [-0.122, 0.070, -0.048], [0.056, 0.040, -0.080], [-0.065, -0.098, -0.092], [-0.142, 0.045, 0.007], [-0.006, -0.041, 0.091], [-0.077, -0.113, -0.055], [-0.095, -0.011, 0.059], [-0.086, 0.062, -0.047], [-0.091, -0.003, -0.172], [-0.014, -0.063, -0.012], [-0.008, 0.065, 0.158]]}

Number 1: electronic energy -142520.2288 eV. Number 2: electronic energy -36490.2421 eV.